[1]
DFT (wB97M-V/def2-TZVPD) results for C3H2LiO3Pr as an isolated structure at a distorted geometry.

Positions of all 10 atoms, in Å:
H1 -3.62 -3.18 -1.63
O1 -0.72 -2.35 0.71
C1 0.49 -2.93 0.74
C2 -1.79 -3.11 0.73
O2 1.50 -2.22 0.66
O3 0.58 -4.20 0.79
C3 -2.77 -3.74 0.33
Pr1 3.24 -3.97 0.62
H2 -3.69 -4.28 0.46
Li1 -0.85 -5.47 0.81

Calculated values
HOMO (spin up / spin down) in eV: -19.13 / -23.56
Total charge: +3
Kohn-Sham gap (spin up / spin down) in eV: 2.71 / 9.70
Energy relative to the best compared isomer or geometry (same formula, charge and spin) in kJ/mol: 465.24
2S+1: 4
E_tot in Eh: -864.4645

=====

[2]
DFT (wB97M-V/def2-TZVPD) results for C11H17BN6O3PdS as an isolated structure at a distorted geometry.

Positions of all 40 atoms, in Å:
H1 1.51 -0.93 -2.83
N1 0.25 0.33 -1.73
B1 -1.48 1.97 -0.85
N2 -0.59 1.39 -2.02
C1 -0.53 1.63 -3.35
Pd1 0.44 -0.47 0.21
H2 -1.13 2.42 -3.78
C2 0.38 0.73 -3.92
H3 0.70 0.65 -4.95
C3 0.84 -0.09 -2.86
H4 -2.20 2.84 -1.23
C4 1.32 -1.20 2.91
H5 1.75 -2.17 3.17
H6 0.34 -1.34 2.42
H7 1.20 -0.56 3.76
N3 -0.53 2.49 0.29
N4 -2.31 0.79 -0.22
N5 0.34 1.58 0.88
N6 -1.65 -0.35 0.19
C5 -0.35 3.71 0.85
C6 -3.64 0.61 -0.02
H8 -0.91 4.57 0.53
H9 -4.33 1.38 -0.33
C7 0.68 3.59 1.80
C8 -3.83 -0.65 0.55
C9 1.08 2.24 1.77
C10 -2.55 -1.23 0.66
H10 1.11 4.38 2.39
H11 -4.76 -1.11 0.82
H12 1.86 1.74 2.32
H13 -2.20 -2.19 1.02
H14 1.95 -0.66 2.21
C11 3.02 -3.02 0.09
S1 1.32 -3.50 -0.20
O1 1.41 -4.60 -1.15
O2 0.76 -3.81 1.10
O3 0.66 -2.30 -0.87
H15 3.53 -3.97 0.25
H16 3.16 -2.36 0.95
H17 3.36 -2.54 -0.82

Calculated values
HOMO (spin up / spin down) in eV: -8.98 / -9.49
Kohn-Sham gap (spin up / spin down) in eV: 9.42 / 8.09
2S+1: 3
E_tot in Eh: -1534.5684

=====

[3]
DFT (wB97M-V/def2-TZVPD) results for an isolated ion of composition C4H11N2O and charge -1 at a distorted geometry.

Positions of all 18 atoms, in Å:
N1 1.79 -1.18 0.54
C1 1.25 -0.37 1.65
C2 -0.26 -0.25 1.53
N2 -0.65 0.95 0.78
C3 -0.21 0.98 -0.63
C4 -0.65 -0.16 -1.57
O1 -1.56 0.22 -2.48
H1 2.75 -0.95 0.36
H2 1.32 -1.03 -0.35
H3 1.54 -0.90 2.56
H4 1.61 0.64 1.57
H5 -0.75 -0.20 2.50
H6 -0.65 -1.16 1.03
H7 -1.66 0.90 0.70
H8 0.88 1.13 -0.65
H9 -0.57 1.94 -1.02
H10 0.29 -0.54 -2.04
H11 -1.00 -1.02 -0.94

Calculated values
HOMO in eV: -2.31
Total charge: -1
Kohn-Sham gap in eV: 6.25
Energy relative to the best compared isomer or geometry (same formula, charge and spin) in kJ/mol: 144.76
SMILES: NCCNCC[O-]
E_tot in Eh: -343.7160

=====

[4]
DFT (wB97M-V/def2-TZVPD) results for C29H31N8O2PS2Yb as an isolated structure at a distorted geometry.

Positions of all 74 atoms, in Å:
Yb1 -3.76 -8.62 19.03
C1 -4.15 -8.52 24.61
S1 -2.51 -8.19 23.95
C2 -2.74 -8.48 22.21
S2 -4.33 -8.51 21.61
N1 -1.60 -8.62 21.56
N2 -1.74 -8.69 20.24
C3 -0.70 -9.04 19.53
C4 -0.79 -8.97 18.06
C5 0.27 -9.33 17.19
C6 0.17 -9.03 15.86
C7 -0.96 -8.37 15.41
C8 -2.06 -8.28 16.26
N3 -1.96 -8.53 17.58
H1 -4.04 -8.67 25.65
H2 -4.69 -9.39 24.20
H3 -4.89 -7.71 24.49
H4 0.20 -9.40 19.96
H5 1.21 -9.75 17.58
H6 1.04 -9.26 15.26
H7 -1.02 -8.11 14.32
H8 -3.04 -7.92 15.84
O1 -5.82 -8.75 17.92
C9 -5.72 -10.02 17.99
N4 -6.68 -10.96 17.88
C10 -6.16 -12.34 18.11
C11 -4.68 -11.94 18.40
O2 -3.82 -12.74 18.61
N5 -4.50 -10.57 18.33
C12 -6.64 -12.91 19.50
C13 -7.11 -12.08 20.49
C14 -7.39 -12.63 21.73
C15 -7.33 -13.98 22.04
C16 -6.87 -14.81 21.06
C17 -6.57 -14.25 19.77
C18 -6.49 -13.24 16.99
C19 -7.82 -13.43 16.61
C20 -8.14 -14.19 15.49
C21 -7.12 -14.67 14.67
C22 -5.81 -14.54 15.16
C23 -5.47 -13.84 16.29
H9 -7.64 -10.81 17.64
H10 -7.19 -11.01 20.33
H11 -7.79 -11.97 22.52
H12 -7.55 -14.40 22.97
H13 -6.83 -15.86 21.11
H14 -6.26 -14.86 18.94
H15 -8.61 -12.83 17.15
H16 -9.18 -14.16 15.20
H17 -7.34 -15.24 13.76
H18 -5.05 -15.01 14.54
H19 -4.45 -13.68 16.63
C24 -6.42 -3.69 18.41
N6 -6.19 -4.07 19.81
C25 -5.12 -3.22 20.36
N7 -3.91 -3.18 19.56
C26 -4.27 -2.80 18.23
N8 -5.26 -3.67 17.56
C27 -4.69 -4.98 17.32
P1 -4.26 -5.81 18.99
C28 -5.80 -5.46 19.99
C29 -3.11 -4.42 19.61
H20 -6.97 -2.75 18.44
H21 -7.07 -4.47 18.14
H22 -4.92 -3.64 21.37
H23 -5.49 -2.23 20.36
H24 -3.39 -2.64 17.57
H25 -4.73 -1.83 18.30
H26 -3.83 -4.97 16.65
H27 -5.44 -5.56 16.81
H28 -5.55 -5.65 21.05
H29 -6.56 -6.20 19.75
H30 -2.17 -4.35 19.04
H31 -2.83 -4.60 20.61

Calculated values
HOMO (spin up / spin down) in eV: -10.99 / -10.99
Total charge: +1
Kohn-Sham gap (spin up / spin down) in eV: 6.94 / 6.95
Energy relative to the best compared isomer or geometry (same formula, charge and spin) in kJ/mol: 0.00
2S+1: 2
E_tot in Eh: -4008.5297

=====

[5]
DFT (wB97M-V/def2-TZVPD) results for C33H36BHfN8O3S as an isolated structure at a distorted geometry.

Positions of all 83 atoms, in Å:
Hf1 9.67 10.29 10.13
B1 7.29 11.88 9.72
N1 8.03 12.73 10.84
C1 7.71 13.69 11.71
C2 8.96 14.07 12.29
C3 9.92 13.23 11.79
N2 9.33 12.33 10.94
N3 7.96 12.17 8.44
C4 7.68 12.92 7.37
C5 8.60 12.66 6.37
C6 9.49 11.75 6.91
N4 9.09 11.51 8.21
H1 6.15 11.98 9.83
H2 7.59 10.65 9.94
H3 6.69 14.05 11.65
H4 9.08 14.94 12.90
H5 10.94 13.17 12.05
H6 6.84 13.58 7.38
H7 8.58 13.05 5.35
H8 10.41 11.38 6.52
C7 8.05 9.92 15.70
C8 8.63 10.82 14.85
C9 8.74 10.52 13.48
C10 8.13 9.37 13.03
C11 7.60 8.41 13.86
C12 7.57 8.74 15.25
N5 8.17 9.09 11.63
N6 7.44 8.15 11.14
C13 7.49 8.09 9.73
C14 6.52 7.42 9.08
C15 6.48 7.31 7.67
C16 7.68 7.76 7.07
C17 8.74 8.28 7.82
N7 8.53 8.61 9.11
H9 7.92 10.04 16.79
H10 8.98 11.74 15.39
H11 9.25 11.13 12.78
H12 7.11 7.52 13.47
H13 7.16 7.98 15.89
H14 5.77 6.89 9.69
H15 5.68 6.77 7.16
H16 7.93 7.61 6.07
H17 9.72 8.48 7.37
O1 10.89 9.27 11.38
S1 11.17 8.08 12.39
C18 12.10 6.84 11.42
C19 11.21 6.18 10.37
C20 11.71 5.99 9.09
C21 10.88 5.44 8.12
C22 9.58 5.05 8.51
C23 9.12 5.22 9.76
C24 9.90 5.83 10.74
C25 12.36 8.68 13.59
C26 13.46 9.59 13.08
C27 13.38 10.95 13.45
C28 14.35 11.86 13.13
C29 15.43 11.48 12.31
C30 15.52 10.17 11.91
C31 14.55 9.23 12.25
H18 12.50 6.16 12.24
H19 12.91 7.30 10.93
H20 12.73 6.30 8.81
H21 11.26 5.28 7.08
H22 9.01 4.52 7.84
H23 8.09 4.92 9.96
H24 9.56 6.01 11.75
H25 12.94 7.82 13.99
H26 11.78 9.14 14.41
H27 12.46 11.16 14.01
H28 14.32 12.89 13.44
H29 16.17 12.26 12.06
H30 16.32 9.86 11.29
H31 14.78 8.19 11.94
N8 14.20 11.85 8.85
C32 13.44 10.59 8.32
C33 12.05 10.57 8.90
O2 11.28 9.66 8.49
O3 11.75 11.35 9.84
H32 14.70 12.57 8.22
H33 14.94 11.47 9.55
H34 13.51 12.39 9.47
H35 14.06 9.73 8.52
H36 13.43 10.73 7.25

Calculated values
HOMO in eV: -16.56
Total charge: +3
Kohn-Sham gap in eV: 7.33
Energy relative to the best compared isomer or geometry (same formula, charge and spin) in kJ/mol: 84.38
E_tot in Eh: -2413.1850

=====

[6]
DFT (wB97M-V/def2-TZVPD) results for a 4-piece molecular cluster, C39H43N7O2 overall at a distorted geometry.

Positions of all 91 atoms, in Å:
C1 -7.83 1.64 1.46
C2 -6.83 0.44 1.53
C3 -6.79 -0.56 2.60
C4 -5.82 -1.67 2.63
C5 -4.83 -1.77 1.53
C6 -4.84 -0.78 0.47
C7 -3.81 -0.75 -0.72
C8 -2.60 0.18 -0.41
C9 -2.61 1.11 0.58
C10 -1.34 1.99 0.87
O1 -1.44 3.14 1.24
C11 0.02 1.24 0.66
C12 0.04 0.25 -0.46
C13 1.27 -0.48 -0.74
C14 2.48 -0.23 0.11
C15 2.46 0.74 1.21
C16 3.69 1.05 2.13
N1 4.24 2.37 1.75
C17 1.20 1.48 1.49
C18 1.04 2.51 2.67
C19 0.12 1.90 3.83
C20 0.60 0.44 4.26
C21 -0.54 -0.64 4.08
N2 -0.65 -1.14 2.67
C22 -0.91 -2.56 2.68
N3 -0.12 -3.41 2.10
N4 -2.08 -3.11 3.37
C23 -1.29 0.03 -1.26
O2 -1.33 -0.20 -2.46
C24 -5.84 0.32 0.46
H1 -7.62 2.28 2.37
H2 -8.88 1.28 1.55
H3 -7.66 2.30 0.57
H4 -7.52 -0.45 3.43
H5 -5.84 -2.39 3.48
H6 -4.06 -2.58 1.50
H7 -3.51 -1.82 -0.94
H8 -4.31 -0.38 -1.66
H9 -3.50 1.32 1.23
H10 1.27 -1.23 -1.55
H11 3.41 -0.82 -0.09
H12 4.49 0.26 2.10
H13 3.30 1.07 3.18
H14 3.95 3.11 2.39
H15 3.93 2.61 0.81
H16 2.03 2.75 3.16
H17 0.65 3.48 2.29
H18 0.29 2.56 4.73
H19 -0.95 1.94 3.49
H20 1.53 0.10 3.74
H21 0.85 0.45 5.36
H22 -1.52 -0.19 4.41
H23 -0.28 -1.50 4.76
H24 0.23 -0.97 2.18
H25 0.67 -2.90 1.68
H26 -2.68 -3.62 2.72
H27 -1.77 -3.81 4.05
H28 -5.81 1.07 -0.37
N5 5.77 -0.90 -1.52
C25 5.85 0.36 -1.98
C26 6.89 0.82 -2.78
C27 7.90 -0.06 -3.12
C28 7.84 -1.36 -2.65
C29 6.77 -1.73 -1.86
H29 5.04 1.01 -1.69
H30 6.89 1.84 -3.14
H31 8.73 0.26 -3.74
H32 8.62 -2.08 -2.88
H33 6.68 -2.74 -1.46
N6 -1.87 3.43 -5.16
C30 -1.85 2.76 -4.00
C31 -1.91 3.37 -2.76
C32 -1.99 4.75 -2.70
C33 -2.02 5.47 -3.89
C34 -1.96 4.76 -5.08
H34 -1.78 1.68 -4.08
H35 -1.88 2.77 -1.86
H36 -2.04 5.26 -1.75
H37 -2.09 6.55 -3.89
H38 -1.98 5.28 -6.04
N7 2.66 -3.89 -1.48
C35 1.80 -4.87 -1.81
C36 1.67 -5.38 -3.09
C37 2.47 -4.86 -4.10
C38 3.36 -3.85 -3.79
C39 3.42 -3.40 -2.48
H39 1.20 -5.25 -0.99
H40 0.97 -6.18 -3.30
H41 2.40 -5.24 -5.11
H42 4.00 -3.41 -4.55
H43 4.10 -2.62 -2.19

Calculated values
HOMO in eV: -8.87
Kohn-Sham gap in eV: 8.26
SMILES: [H]/N=C(/N)NCCCCc1c(CN)ccc2c1C(=O)C=C(Cc1cccc(C)c1)C2=O.c1ccncc1.c1ccncc1.c1ccncc1
E_tot in Eh: -2045.5602